[1]
145
Properties=species:S:1:pos:R:3 method="wB97M-V/def2-TZVPD" de_lowest_kcal_mol=72.01 fmax_ev_per_a=3.2 mol_weight_da=784.132 orbital_gap_ev=9.15 charge=0 homo_energy_ha=-0.3338 multiplicity=1
C 14.310 -16.362 -6.505
C 15.676 -15.790 -6.994
C 15.604 -14.650 -8.008
O 16.818 -13.930 -8.194
C 17.923 -14.587 -8.734
N 16.448 -15.340 -5.808
H 13.672 -15.528 -6.214
H 14.520 -16.968 -5.624
H 13.758 -17.017 -7.179
H 16.207 -16.632 -7.437
H 14.770 -14.016 -7.707
H 15.376 -15.023 -9.007
H 18.032 -15.489 -8.131
H 18.845 -14.008 -8.686
H 17.786 -14.789 -9.796
H 17.035 -14.660 -6.269
H 15.767 -14.785 -5.309
C 3.802 -10.550 1.063
C 3.335 -11.812 0.370
C 3.643 -13.118 1.123
O 4.999 -13.511 1.076
C 5.220 -14.707 1.784
N 1.881 -11.629 0.142
H 3.712 -9.662 0.437
H 4.857 -10.635 1.324
H 3.194 -10.304 1.933
H 3.909 -11.945 -0.547
H 3.068 -13.981 0.785
H 3.331 -12.881 2.140
H 4.969 -14.489 2.822
H 6.288 -14.910 1.869
H 4.677 -15.558 1.373
H 1.685 -12.431 -0.440
H 1.838 -10.806 -0.442
C 9.729 -12.842 -9.890
C 9.973 -14.257 -10.524
C 9.012 -15.294 -9.930
O 9.247 -15.690 -8.546
C 8.458 -16.783 -8.166
N 9.787 -14.154 -12.000
H 8.823 -12.346 -10.238
H 10.586 -12.201 -10.101
H 9.758 -12.789 -8.802
H 11.001 -14.533 -10.287
H 9.150 -16.266 -10.403
H 7.965 -15.011 -10.045
H 8.488 -17.203 -7.161
H 8.767 -17.685 -8.694
H 7.435 -16.628 -8.508
H 10.522 -13.474 -12.131
H 10.163 -14.986 -12.432
C 5.728 -27.557 -2.050
C 5.753 -26.915 -0.631
C 6.814 -25.736 -0.457
O 8.089 -26.360 -0.658
C 9.157 -25.440 -0.734
N 4.354 -26.514 -0.298
H 4.866 -28.224 -2.038
H 6.641 -28.015 -2.431
H 5.417 -26.799 -2.769
H 6.049 -27.722 0.039
H 6.620 -25.231 0.489
H 6.610 -25.046 -1.276
H 8.909 -24.616 -0.065
H 9.191 -25.157 -1.787
H 10.088 -25.878 -0.376
H 3.840 -25.936 -0.948
H 3.704 -27.245 -0.043
C 10.152 -10.223 3.160
C 10.441 -11.514 2.272
C 10.733 -12.735 3.165
O 10.938 -13.863 2.387
C 11.091 -14.968 3.217
N 9.217 -11.541 1.477
H 10.992 -9.905 3.777
H 9.355 -10.262 3.903
H 9.980 -9.333 2.555
H 11.304 -11.392 1.618
H 9.854 -12.896 3.790
H 11.502 -12.439 3.878
H 12.020 -14.866 3.778
H 11.264 -15.762 2.491
H 10.316 -15.130 3.966
H 8.526 -12.057 2.001
H 9.336 -12.140 0.673
C 15.275 -23.028 -6.040
C 14.384 -23.595 -7.131
C 13.023 -22.923 -7.113
O 12.205 -23.374 -6.040
C 10.896 -22.893 -6.270
N 15.146 -23.412 -8.316
H 16.174 -23.644 -6.007
H 14.809 -23.141 -5.061
H 15.480 -21.960 -6.116
H 14.291 -24.677 -7.033
H 12.670 -23.314 -8.068
H 13.099 -21.836 -7.134
H 10.817 -21.819 -6.442
H 10.213 -23.221 -5.487
H 10.621 -23.305 -7.241
H 15.716 -22.578 -8.342
H 14.407 -23.159 -8.955
C 4.554 -15.946 -3.381
C 4.016 -17.314 -3.948
C 3.275 -18.284 -2.962
O 4.268 -18.634 -2.036
C 3.846 -19.452 -0.978
N 3.040 -17.060 -4.942
H 5.198 -15.403 -4.073
H 5.305 -16.238 -2.647
H 3.826 -15.402 -2.779
H 4.833 -17.932 -4.320
H 2.925 -19.163 -3.502
H 2.415 -17.905 -2.409
H 4.643 -19.881 -0.370
H 3.358 -20.371 -1.301
H 3.287 -18.897 -0.225
H 2.487 -17.887 -5.116
H 3.416 -16.780 -5.837
C 10.715 -19.809 -1.575
C 9.163 -19.667 -1.706
O 8.668 -18.434 -1.265
O 11.027 -20.362 -0.351
H 11.176 -18.854 -1.827
H 11.047 -20.458 -2.386
H 8.677 -20.492 -1.185
H 8.850 -19.790 -2.743
H 7.711 -18.382 -1.306
H 11.961 -20.248 -0.163
C 12.964 -21.066 5.244
C 11.484 -21.275 5.067
O 10.846 -21.817 6.247
O 13.164 -20.235 6.390
H 13.385 -20.624 4.341
H 13.501 -22.015 5.267
H 11.313 -21.923 4.208
H 11.051 -20.311 4.802
H 10.908 -21.178 6.960
H 14.101 -20.030 6.348
O 10.364 -14.768 -1.301
H 10.604 -14.713 -0.376
H 9.706 -15.462 -1.337
O 15.392 -20.106 0.569
H 15.954 -20.878 0.627
H 15.883 -19.493 0.022

[2]
151
Properties=species:S:1:pos:R:3 method="wB97M-V/def2-TZVPD" de_lowest_kcal_mol=150.06 fmax_ev_per_a=5.8 mol_weight_da=876.142 orbital_gap_ev=8.64 charge=0 homo_energy_ha=-0.3182 multiplicity=1
C -11.923 -6.697 7.236
O -11.988 -5.476 7.938
C -10.927 -5.303 8.917
C -10.813 -3.804 9.197
N -10.658 -2.819 8.086
C -9.691 -3.324 7.114
C -9.194 -2.107 6.252
O -8.335 -1.110 6.884
C -8.371 0.115 6.186
H -12.846 -6.808 6.668
H -11.582 -7.565 7.800
H -11.205 -6.624 6.419
H -9.996 -5.776 8.606
H -11.344 -5.839 9.770
H -9.974 -3.650 9.875
H -11.697 -3.526 9.772
H -11.531 -2.452 7.736
H -10.224 -4.034 6.480
H -8.755 -3.776 7.442
H -10.074 -1.578 5.886
H -8.643 -2.520 5.407
H -9.270 0.404 5.640
H -7.492 0.070 5.542
H -8.105 0.790 6.999
C -4.064 -6.052 -5.096
O -4.717 -5.789 -3.840
C -3.957 -5.516 -2.700
C -4.791 -5.532 -1.366
N -5.062 -6.937 -1.138
C -5.867 -7.125 0.117
C -5.071 -6.736 1.424
O -5.714 -7.423 2.460
C -4.914 -7.887 3.562
H -3.734 -5.108 -5.531
H -4.775 -6.406 -5.842
H -3.239 -6.764 -5.115
H -3.596 -4.488 -2.722
H -3.036 -6.099 -2.679
H -5.702 -4.945 -1.484
H -4.286 -5.084 -0.509
H -5.652 -7.223 -1.906
H -6.041 -8.194 0.233
H -6.748 -6.483 0.154
H -5.200 -5.670 1.611
H -4.034 -7.071 1.394
H -4.662 -7.062 4.228
H -4.000 -8.312 3.148
H -5.678 -8.498 4.043
C 6.844 -3.802 3.006
O 6.991 -4.252 1.711
C 7.022 -3.294 0.659
C 8.247 -2.341 0.701
N 8.278 -1.544 1.916
C 7.271 -0.491 1.835
C 7.430 0.546 2.996
O 7.032 0.130 4.310
C 8.112 -0.359 5.146
H 7.847 -3.520 3.325
H 6.653 -4.764 3.483
H 6.075 -3.050 3.185
H 6.082 -2.810 0.397
H 7.206 -3.872 -0.247
H 8.248 -1.758 -0.220
H 9.074 -3.048 0.770
H 9.156 -1.045 1.917
H 6.240 -0.841 1.887
H 7.418 0.137 0.956
H 6.769 1.382 2.764
H 8.439 0.952 3.060
H 8.950 0.334 5.069
H 8.478 -1.315 4.772
H 7.956 -0.437 6.222
C 3.427 10.728 -9.336
O 3.011 9.858 -8.249
C 1.615 9.476 -8.323
C 1.268 8.289 -7.412
N -0.127 7.847 -7.272
C -0.969 8.866 -6.535
C -2.099 8.202 -5.647
O -1.463 7.359 -4.664
C -2.092 7.532 -3.347
H 3.545 10.060 -10.190
H 4.325 11.289 -9.077
H 2.601 11.407 -9.544
H 1.360 9.218 -9.351
H 1.018 10.363 -8.109
H 1.764 8.359 -6.443
H 1.690 7.410 -7.899
H 0.001 7.099 -6.604
H -1.181 9.586 -7.326
H -0.317 9.386 -5.833
H -2.751 7.619 -6.296
H -2.689 9.056 -5.314
H -1.645 6.928 -2.558
H -3.098 7.124 -3.450
H -2.121 8.580 -3.049
C 9.775 4.009 -5.503
O 8.970 3.038 -6.045
C 7.582 3.183 -5.690
C 6.822 1.858 -6.034
N 5.417 2.059 -5.842
C 4.708 0.843 -6.248
C 3.209 1.271 -6.046
O 3.047 2.300 -7.050
C 2.326 1.668 -8.121
H 10.735 3.703 -5.917
H 9.849 4.011 -4.416
H 9.574 4.991 -5.931
H 7.090 4.027 -6.174
H 7.401 3.318 -4.624
H 7.341 0.966 -5.683
H 7.124 1.735 -7.074
H 5.168 2.610 -6.651
H 4.961 -0.076 -5.718
H 4.875 0.687 -7.314
H 2.945 1.680 -5.071
H 2.583 0.382 -6.123
H 2.872 0.908 -8.679
H 2.078 2.438 -8.853
H 1.305 1.336 -7.933
C 0.125 -0.714 1.659
O 0.496 -1.526 0.784
N -0.342 -0.889 2.875
N 0.029 0.529 1.376
H -0.094 -1.801 3.233
H -0.611 -0.120 3.472
H -0.183 1.159 2.136
H 0.282 0.860 0.456
C 3.213 6.868 -1.286
O 4.342 7.346 -1.434
N 2.648 5.874 -1.976
N 2.436 7.046 -0.268
H 1.708 5.596 -1.734
H 3.218 5.406 -2.667
H 2.643 7.663 0.505
H 1.510 6.646 -0.303
O 1.758 -7.902 6.329
H 1.230 -7.283 6.835
H 1.588 -7.671 5.416
O -1.549 -4.280 8.524
H -2.244 -4.679 9.047
H -1.646 -3.339 8.674
O 0.160 4.725 4.697
H 0.344 4.341 5.554
H 0.357 5.656 4.805
O 2.078 1.539 7.856
H 2.765 1.054 7.399
H 2.258 1.396 8.785
O 1.724 -6.634 1.448
H 2.665 -6.805 1.401
H 1.617 -5.771 1.048

- Look up the charge of the first one.
  0

- Look up the charge of the second one.
  0